Entry 1:
Entry from the OMol25 dataset: the molecule C6H11Cl (the ωB97M-V functional and the def2-TZVPD basis).

Properties
Charge: 0
Frontier orbital gap (Eh): 0.3617
SMILES: C=C(C)C(C)(C)Cl

Bonds (Å) are listed after each position.
Element x y z (Å)
1 C -0.065 0.960 -1.748  C2 1.319, H9 1.057, H13 1.069
2 C -0.210 0.756 -0.454  C1 1.319, C15 1.512, C18 1.599
3 C 0.374 -1.835 -0.675  H4 1.038, H12 1.101, H16 1.094, C18 1.664
4 H -0.641 -2.052 -0.649  C3 1.038
5 H -1.136 2.726 -0.223  C15 1.102
6 H 0.779 -1.578 2.059  C14 1.148
7 H 0.707 0.284 2.363  C14 1.118
8 H -0.836 1.824 1.272  C15 1.028
9 H -0.620 1.673 -2.297  C1 1.057
10 Cl 2.275 0.204 0.076  C18 1.818
11 H -0.709 -0.701 1.819  C14 1.043
12 H 0.876 -2.616 -0.084  C3 1.101
13 H 0.580 0.355 -2.349  C1 1.069
14 C 0.324 -0.569 1.751  H6 1.148, H7 1.118, H11 1.043, C18 1.552
15 C -1.088 1.746 0.278  C2 1.512, H5 1.102, H8 1.028, H17 1.106
16 H 0.794 -1.827 -1.685  C3 1.094
17 H -1.988 1.104 0.319  C15 1.106
18 C 0.586 -0.453 0.226  C2 1.599, C3 1.664, Cl10 1.818, C14 1.552

Formally, the Mulliken partial charges of the atoms, in units of the elementary charge, are as follows:
1 C -1.221
2 C 0.623
3 C -1.178
4 H 0.369
5 H 0.396
6 H 0.349
7 H 0.341
8 H 0.367
9 H 0.368
10 Cl -0.195
11 H 0.380
12 H 0.375
13 H 0.234
14 C -1.417
15 C -1.379
16 H 0.354
17 H 0.301
18 C 0.934

***

Entry 2:
Entry from the OMol25 dataset: a cluster of 2 separate species, C6H11Cl in total (the ωB97M-V functional and the def2-TZVPD basis).

Properties
Charge: 0
Frontier orbital gap (spin up / spin down) (Eh): 0.3078 / 0.3100

Bonds (Å) are listed after each position.
Element x y z (Å)
1 C -1.846 0.347 -0.295  H6 1.168, H10 1.163, H14 1.191, C15 1.491
2 C 1.291 -0.494 0.392  C8 1.502, C18 1.329
3 Cl -0.312 2.487 0.185  C15 1.797
4 H 1.480 -2.521 1.279  C18 1.092
5 H -0.195 0.239 -2.771  C17 1.089
6 H -1.741 -0.770 -0.621  C1 1.168
7 H 2.224 1.361 0.465  C8 1.050
8 C 2.513 0.370 0.268  C2 1.502, H7 1.050, H9 1.139, H13 1.120
9 H 2.862 0.293 -0.813  C8 1.139
10 H -2.722 0.872 -0.850  C1 1.163
11 H -0.130 -1.899 0.770  C18 1.079
12 H 0.563 1.802 -2.315  C17 1.082
13 H 3.299 -0.085 0.922  C8 1.120
14 H -2.154 0.341 0.855  C1 1.191
15 C -0.507 0.904 -0.644  C1 1.491, Cl3 1.797, C17 1.490
16 H -1.118 1.731 -2.429  C17 1.148
17 C -0.224 1.092 -2.095  H5 1.089, H12 1.082, C15 1.490, H16 1.148
18 C 0.931 -1.704 0.806  C2 1.329, H4 1.092, H11 1.079

Formally, the Mulliken partial charges of the atoms, in units of the elementary charge, are as follows:
1 C -1.182
2 C 0.564
3 Cl -0.221
4 H 0.314
5 H 0.290
6 H 0.238
7 H 0.267
8 C -0.922
9 H 0.205
10 H 0.346
11 H 0.143
12 H 0.358
13 H 0.351
14 H 0.277
15 C 0.712
16 H 0.356
17 C -1.328
18 C -0.768

***

Entry 3:
Entry from the OMol25 dataset: a cluster of 3 separate species, C6H11Cl6NO in total (the ωB97M-V functional and the def2-TZVPD basis).

Properties
Charge: -1
Frontier orbital gap (spin up / spin down) (Eh): 0.1116 / 0.3247
Expectation value of S²: 0.752
Spin multiplicity: 2

Bonds (Å) are listed after each position.
Element x y z (Å)
1 N -0.592 2.711 0.583  C3 1.445, C9 1.491, C15 1.359
2 O 0.604 0.724 0.840  C15 1.254
3 C -0.618 4.067 0.083  N1 1.445, H4 1.090, H7 1.090, H19 1.090
4 H -1.277 4.748 0.622  C3 1.090
5 Cl -1.557 -3.816 3.219  C10 1.770
6 Cl -1.466 -1.623 1.295  C10 1.802
7 H 0.372 4.522 0.106  C3 1.090
8 H 0.634 -1.481 -0.818  C24 1.090
9 C -1.848 2.030 1.008  N1 1.491, H16 1.090, H17 1.090, H23 1.090
10 C -0.625 -3.099 1.896  Cl5 1.770, Cl6 1.802, Cl11 1.795, Cl20 1.824
11 Cl -0.309 -4.320 0.618  C10 1.795
12 Cl 2.721 -3.456 -3.174  C22 1.841
13 H 2.296 -2.125 -0.741  C24 1.090
14 H 0.559 -2.243 -3.266  C22 1.090
15 C 0.497 1.909 0.445  N1 1.359, O2 1.254, H21 1.101
16 H -2.238 2.831 1.635  C9 1.090
17 H -1.668 1.197 1.687  C9 1.090
18 H 0.541 -3.475 -2.081  C22 1.090
19 H -0.936 3.999 -0.958  C3 1.090
20 Cl 1.015 -2.785 2.631  C10 1.824
21 H 1.377 2.524 0.203  C15 1.101
22 C 1.184 -2.701 -2.499  Cl12 1.841, H14 1.090, H18 1.090, C24 1.520
23 H -2.422 1.705 0.140  C9 1.090
24 C 1.529 -1.713 -1.396  H8 1.090, H13 1.090, C22 1.520, Cl25 1.860
25 Cl 2.229 -0.131 -2.079  C24 1.860

Formally, the Mulliken partial charges of the atoms, in units of the elementary charge, are as follows:
1 N 0.135
2 O -0.511
3 C -0.840
4 H 0.263
5 Cl -0.270
6 Cl -0.299
7 H 0.284
8 H -0.050
9 C -0.859
10 C 0.232
11 Cl -0.326
12 Cl -0.240
13 H 0.330
14 H 0.351
15 C 0.067
16 H 0.374
17 H 0.215
18 H 0.205
19 H 0.356
20 Cl -0.313
21 H 0.266
22 C -0.270
23 H 0.262
24 C -0.112
25 Cl -0.250

***

Entry 4:
Entry from the OMol25 dataset: a cluster of 2 separate species, C6H11ClN2 in total (the ωB97M-V functional and the def2-TZVPD basis).

Properties
Charge: 0
Frontier orbital gap (Eh): 0.2636

Bonds (Å) are listed after each position.
Element x y z (Å)
1 Cl -3.120 -0.576 -2.350  no bonds
2 C 0.779 0.156 -2.537  H3 1.090, C4 1.517, H9 1.095, H19 1.092
3 H 1.591 0.819 -2.240  C2 1.090
4 C 0.559 -0.998 -1.577  C2 1.517, H7 1.088, N14 1.476, H17 1.092
5 H 1.484 0.705 2.678  C18 1.074
6 H -1.572 -0.276 -0.066  C20 1.084
7 H 1.343 -1.752 -1.610  C4 1.088
8 C -1.336 0.758 2.593  H10 1.082, N13 1.462, H15 1.086, H16 1.090
9 H -0.157 0.715 -2.642  C2 1.095
10 H -0.865 0.951 3.548  C8 1.082
11 C 1.554 -0.132 0.638  H12 1.076, N14 1.372, C18 1.351
12 H 2.593 -0.226 0.376  C11 1.076
13 N -0.359 0.203 1.658  C8 1.462, C18 1.387, C20 1.320
14 N 0.520 -0.476 -0.197  C4 1.476, C11 1.372, C20 1.322
15 H -1.825 1.601 2.113  C8 1.086
16 H -2.112 0.010 2.759  C8 1.090
17 H -0.414 -1.447 -1.789  C4 1.092
18 C 1.016 0.341 1.783  H5 1.074, C11 1.351, N13 1.387
19 H 0.933 -0.150 -3.573  C2 1.092
20 C -0.613 -0.228 0.436  H6 1.084, N13 1.320, N14 1.322

Formally, the Mulliken partial charges of the atoms, in units of the elementary charge, are as follows:
1 Cl -0.790
2 C -1.014
3 H 0.340
4 C -0.531
5 H 0.409
6 H 0.283
7 H 0.356
8 C -0.828
9 H 0.275
10 H 0.303
11 C -0.437
12 H 0.425
13 N 0.108
14 N 0.163
15 H 0.345
16 H 0.348
17 H 0.301
18 C -0.326
19 H 0.349
20 C -0.080

***

Electronic energy
In order: -18921.3286, -18918.5515, -85071.8973, -21902.4890
Unit: eV
Energy relative to the best compared isomer or geometry (same formula, charge and spin)
In order: 28.42, 92.46, 2.32, 0.00
Unit: kcal/mol